ORCA calculation (the ωB97M-V functional and the def2-TZVPD basis) on a cluster of 2 separate species, CH5N2OS in total at a distorted geometry.

Computed properties:
LUMO energy = -5.0 eV
ΔE to the lowest compared entry with this formula, charge and spin = 2.181 eV
highest occupied orbital energy = -14.18 eV
max |F| = 0.0879 hartree/bohr
Kohn-Sham gap = 9.14 eV
total charge = +1

```
10
Properties=species:S:1:pos:R:3:lowdin_charge:R:1
C -2.694 -0.571 0.201 -0.81
N -1.524 -1.104 0.279 0.10
N 0.456 0.618 -0.010 0.23
O -3.974 -0.782 0.189 -0.17
S -3.464 0.846 -0.305 1.05
H -0.140 -0.348 -0.104 0.11
H -1.351 -2.043 0.439 0.07
H 1.394 0.552 0.197 0.09
H -0.023 1.029 0.834 0.16
H 0.220 1.183 -0.869 0.17
```